The molecule C3H3N5 in a non-equilibrium geometry, computed with the ωB97M-V functional and the def2-TZVPD basis.

Last column: Mulliken charge in e.
Geometry (Å):
H1 0.72155 1.51758 2.36350  0.27
N1 1.19119 0.69746 1.72725  -0.60
C1 0.76448 0.58998 0.54296  0.44
C2 1.33496 -0.56229 -0.31612  -0.49
C3 0.44496 -1.33824 -0.84276  -0.12
N2 -0.87651 -1.30119 -0.20664  -0.14
N3 -1.60201 -0.30330 -0.03951  -0.09
N4 -1.28721 0.92498 -0.54792  0.00
N5 -0.07752 1.28902 -0.44941  -0.14
H2 2.28659 -0.62293 -0.41374  0.52
H3 0.28986 -2.18013 -1.64060  0.34

Properties
**2S+1**: 1
**E_LUMO**: -0.888 eV
**Gap between HOMO and LUMO**: 0.3120 hartree
**Net charge**: 0